121
Properties=species:S:1:pos:R:3 method="wB97M-V/def2-TZVPD" lumo_energy_ev="-2.7 / -3.2" spin_multiplicity=3 charge=+1 e_above_lowest_ev=2.281 largest_force_ha_per_bohr=0.0248 orbital_gap_ev="6.13 / 6.06"
N -0.71914 0.04774 2.74557
C -2.98863 1.88672 -2.03541
C -1.96793 -2.57479 -6.70352
S 1.19525 -2.30002 1.13533
H -2.17269 4.50660 -0.04646
H -2.59576 0.57995 3.49058
C 5.43367 -4.31707 -2.38146
O -0.11278 0.95541 4.72879
H 4.50467 -0.79221 1.45815
P -1.95109 1.65460 0.56894
H 5.16484 -4.52491 -0.26201
C -3.54652 -1.46987 -1.05997
C -2.21464 -0.49684 -4.88214
C -2.51815 -1.54831 3.59136
C -1.35805 -1.73979 -1.49541
C 0.14762 0.77363 3.42116
H 0.39397 0.41296 -1.07502
C -2.54481 2.57060 -0.90356
H 4.36481 -3.88071 1.82358
H -4.34930 -4.95610 3.48769
C 4.20503 -0.92997 2.49492
H -4.07634 -0.94654 4.94430
C 2.05420 2.29440 3.54973
H -2.32476 0.30489 -4.16652
C 4.69337 -2.54760 -0.93645
C 5.34617 -3.45675 -3.46690
H -1.87919 0.59898 5.72993
H 4.81309 -1.49493 -4.14091
C 3.60555 -3.87706 2.60504
H 5.02088 -1.39349 3.04890
H -3.72821 -1.77281 -7.62788
C -3.70855 4.07131 3.39352
C 0.44559 3.41107 -2.65796
C 0.22489 2.97200 -3.95660
H 0.16431 3.68682 -4.76728
C -2.81904 -0.73135 -0.16584
H -3.84951 2.05788 -3.98751
C -0.07786 -2.08599 -2.16304
C -2.03245 -2.58091 2.80267
H -3.96095 0.06381 -5.98856
H -4.69334 4.24845 3.80573
C -1.84660 -0.20083 3.67022
C 0.15386 0.66783 -3.20145
H -0.17987 -3.09183 -5.63522
C 5.10948 -3.85880 -1.11427
C -3.52984 3.08472 2.43562
C 5.12110 0.75297 -1.53609
H 3.53476 -0.00315 -2.79206
H 4.08527 -4.03794 3.56974
C -3.67559 -1.75319 4.33935
H 0.60067 4.46196 -2.45306
H -4.23823 0.75976 0.39197
N -1.45791 -0.90541 -0.39478
C -2.61408 -2.11881 -1.90595
O 4.50514 1.58768 -0.55047
C 3.42101 2.53180 1.63027
H -2.84499 -2.76395 -2.73901
H 2.88760 -4.67158 2.41526
H 4.27781 2.94155 1.11664
H 6.01330 0.29631 -1.10089
H 5.40862 1.35513 -2.39441
H 3.67820 3.67428 3.44989
C -3.27747 0.37423 0.73393
C -2.68737 -3.80472 2.76596
H -3.38231 0.05352 1.76996
C -1.02182 -2.41159 -5.70379
H 5.60294 -3.80429 -4.45914
C -2.63416 4.84485 3.81171
H -1.14937 -2.43533 2.20126
C -1.19007 3.63744 2.32399
N 1.54118 0.98910 1.52263
H 5.75088 -5.34083 -2.53038
C -3.14260 -0.64055 -5.90250
H 0.79156 -1.99121 -1.50829
N 3.05516 -0.11347 -0.77318
H -2.95927 0.80520 -2.06503
C 0.32939 1.13256 -1.90074
C -1.21359 0.08937 5.03863
H -5.23434 -3.11353 4.87782
C 4.55770 -1.69414 -2.02193
C 0.10473 1.62175 -4.22686
C -3.83299 -4.00594 3.51754
C -1.12672 -1.36284 -4.78868
Ti -0.08234 -0.08411 0.80596
C 4.90033 -2.15697 -3.28913
As 2.70407 -2.15842 2.59909
H 2.73174 -2.39003 5.10341
C -4.33030 -2.97288 4.30021
H -0.10298 -3.11916 -2.51543
H -2.77951 5.62301 4.54915
H 1.07818 -2.55188 4.46732
C 1.27556 1.37545 2.83569
C -1.37261 4.62882 3.27593
C 0.48346 2.48680 -1.63176
H -3.90382 4.52201 -3.95512
C -2.54528 3.96457 -0.90594
H -0.83426 -0.82336 5.50715
C -3.50999 3.98052 -3.10496
H -1.88042 -3.39043 -7.40955
H 3.95888 0.03035 2.94165
H -4.37319 2.49188 2.10303
C -3.01537 -1.67328 -6.81983
H -2.29125 -4.59539 2.14194
H 0.64822 2.81382 -0.61054
H -3.04136 5.74672 -1.98434
C 2.70356 1.53750 0.99768
C -3.03008 4.66450 -1.99928
H 4.44711 -2.18639 0.05232
H -0.20769 3.46195 1.89657
H -4.62210 -1.53512 -1.11080
C -3.48017 2.59394 -3.12191
C 4.03422 -0.28929 -1.86070
C 2.00517 -1.98409 4.40041
H 1.81884 -0.93857 4.63915
H 1.77652 2.51502 4.57097
H -0.53682 5.23967 3.59241
C 3.09534 2.92844 2.92876
C -2.26766 2.86549 1.89031
P 0.32868 -1.09470 -3.69857
C 3.36452 0.96299 -0.17156
H -0.02657 1.29268 -5.24939